1.
{"formula": "C39H35IrN2O3P2S4", "method": "ωB97M-V with the def2-TZVPD basis set", "lumo_energy_ev": [4.399, 4.399], "total_charge": -2, "orbital_gap_ev": [5.8, 5.7], "elements": ["H", "C", "O", "C", "H", "C", "H", "H", "C", "C", "H", "C", "H", "H", "H", "H", "C", "H", "P", "C", "N", "H", "H", "S", "H", "C", "C", "H", "P", "C", "C", "C", "H", "C", "C", "H", "S", "C", "C", "C", "C", "H", "H", "C", "C", "H", "C", "H", "H", "C", "H", "C", "H", "C", "C", "C", "H", "C", "C", "H", "O", "C", "H", "C", "N", "S", "Ir", "C", "C", "C", "H", "C", "C", "H", "H", "C", "H", "C", "H", "O", "H", "C", "S", "H", "H", "H"], "xyz": [[-1.052467, -6.118442, -1.657163], [4.250385, -0.442475, 3.232391], [-0.701851, -2.755232, 0.296916], [1.959684, -1.180710, 3.386443], [2.403904, 3.546700, 2.995379], [-1.015814, -5.036580, -1.506330], [-1.062938, 4.489224, 1.448181], [0.871325, 2.805603, 1.194781], [0.226064, -4.726253, -0.648609], [0.136476, -5.490760, 0.687365], [3.659256, 0.121162, -4.604674], [1.081942, 2.943206, 4.573787], [-0.539947, -0.621527, -4.129569], [-1.133097, 5.358729, -3.264854], [-0.851126, -5.302867, 1.111237], [-0.414833, 2.210726, 5.927284], [-0.655499, 2.159698, 2.545629], [-2.344898, 6.552612, 1.028885], [-1.796738, 1.593601, 1.221578], [2.315042, -2.857352, -1.411048], [1.262670, -2.430428, -0.686732], [-0.113745, -4.542830, -3.427395], [-3.632297, 1.105269, -3.143777], [2.627275, 0.439990, 1.249931], [5.589819, -1.118103, 4.767030], [1.560193, -0.320461, -4.512481], [-3.101378, 2.049176, -3.175851], [3.666601, 1.362580, -2.468450], [-1.188632, 0.664856, -1.644639], [-2.896283, 4.326108, -3.914970], [-1.011855, 1.990045, 3.878673], [1.440791, 3.117145, 3.244789], [1.589056, 1.586854, -1.157247], [0.580502, 2.715731, 2.233500], [0.391103, 0.505058, -2.572743], [-3.287009, 5.177379, -4.461107], [0.293009, -1.211220, 2.871344], [2.953230, -0.456477, 2.710246], [2.740012, 0.242242, -4.043461], [-3.928786, 3.120452, 0.288256], [-0.664595, 1.042048, -0.003215], [-1.078655, -3.233717, -2.707204], [-1.884021, -4.617578, -3.436772], [-1.683552, 4.424697, -3.245980], [-0.142602, 2.372903, 4.890375], [1.765634, 3.234603, 5.363748], [-4.647816, 4.279608, 0.048078], [-4.647351, 6.428661, 0.145811], [1.151197, -5.712720, 2.581785], [0.242294, -3.237410, -0.333266], [3.180798, -4.543012, -2.224962], [-3.604011, 3.134665, -3.877022], [-1.968990, 1.537539, 4.104817], [-1.014342, -4.313409, -2.851415], [0.389025, -0.183750, -3.783678], [-2.065968, 4.426902, 1.044513], [3.838489, -2.444069, 5.931927], [2.307360, -1.893569, 4.538363], [1.576708, 1.064470, -2.105861], [-4.557162, 3.056163, -4.388535], [3.243804, -2.186822, -1.811430], [1.205809, -5.075260, 1.697422], [1.556298, -0.878540, -5.442164], [1.450855, -5.209756, -1.399076], [2.355022, -4.252259, -1.724996], [-2.361005, -0.868715, -2.027121], [0.501718, -0.589829, 0.538791], [-1.880502, 2.136784, -2.519047], [-1.176455, 3.336930, -2.553709], [-4.082245, 5.519038, 0.316993], [1.056253, -4.042611, 2.021267], [-2.633182, 3.181353, 0.795328], [-2.790025, 5.587447, 0.811788], [5.002601, 0.131869, 2.702357], [0.225627, -6.555451, 0.461117], [2.745244, 0.934975, -2.844155], [-1.890931, -4.726240, -0.933557], [3.598337, -1.880841, 5.037258], [-4.373481, 2.147199, 0.119190], [1.621324, -6.380782, -1.703605], [-5.657553, 4.222082, -0.342021], [4.576743, -1.141500, 4.381107], [-3.171090, 0.416348, 1.993854], [1.530617, -2.464263, 5.035819], [-0.224905, 3.407737, -2.039345], [2.209537, -5.164348, 1.273903]], "forces_ev_per_angstrom": [[0.00, 0.00, 0.07], [-0.10, 0.09, -0.13], [-0.22, 0.22, -0.30], [0.23, 0.07, 0.07], [0.02, -0.06, -0.02], [0.04, 0.06, -0.17], [-0.04, 0.02, -0.02], [-0.04, -0.02, 0.02], [-0.30, -0.17, 0.17], [0.15, 0.02, 0.10], [0.00, -0.01, 0.02], [0.07, 0.02, 0.02], [0.01, -0.06, 0.03], [0.01, -0.02, 0.01], [-0.02, 0.01, -0.05], [-0.01, 0.01, 0.00], [-0.10, -0.08, 0.07], [0.01, -0.02, 0.00], [0.99, -0.09, -0.05], [0.26, -0.47, -0.06], [-0.11, 0.35, 0.22], [-0.03, -0.02, -0.04], [-0.01, 0.01, 0.04], [-1.56, -0.49, -1.12], [0.01, 0.01, -0.05], [-0.10, 0.02, -0.01], [0.06, -0.10, -0.02], [0.00, -0.05, 0.04], [0.19, 0.39, 0.63], [-0.01, 0.01, 0.02], [0.07, 0.12, 0.03], [-0.01, 0.10, 0.06], [-0.09, 0.02, -0.02], [-0.09, 0.11, 0.10], [-0.12, -0.19, 0.10], [0.00, 0.00, 0.02], [-0.37, 0.52, -1.42], [0.02, -0.16, 0.29], [0.05, 0.05, 0.03], [-0.01, 0.02, -0.05], [-0.69, 0.16, 0.11], [0.02, 0.04, -0.03], [0.03, 0.02, -0.05], [0.05, 0.14, -0.01], [-0.08, 0.02, -0.01], [0.01, -0.01, -0.01], [-0.03, 0.08, -0.08], [0.00, -0.01, -0.01], [0.05, 0.01, 0.02], [0.16, -0.04, -0.19], [0.01, -0.01, -0.05], [-0.08, 0.11, -0.03], [0.02, -0.07, -0.01], [-0.01, -0.07, 0.12], [0.13, -0.04, -0.05], [0.06, -0.06, -0.03], [0.01, 0.00, -0.01], [-0.07, 0.04, -0.04], [0.03, 0.03, 0.01], [0.02, -0.03, 0.00], [-0.10, 0.02, 0.06], [-0.11, -0.01, -0.07], [-0.01, 0.01, 0.00], [0.09, 0.11, 0.04], [0.05, 0.13, -0.03], [-0.18, -0.36, -0.13], [1.93, -0.30, 1.53], [-0.06, 0.11, 0.33], [0.03, -0.03, 0.04], [-0.04, 0.02, -0.03], [0.03, 0.00, 0.00], [-0.04, -0.14, -0.22], [0.05, 0.13, 0.00], [0.04, -0.04, 0.02], [-0.07, 0.00, -0.04], [0.10, 0.01, -0.11], [0.02, -0.03, 0.05], [0.01, 0.03, 0.01], [-0.01, 0.00, 0.01], [-0.06, 0.05, 0.03], [0.01, -0.03, -0.01], [0.05, -0.03, 0.15], [-0.29, -0.24, 0.03], [0.01, -0.01, 0.02], [-0.03, 0.02, 0.03], [0.02, -0.02, 0.03]], "lowdin_charge": [0.115, -0.151, -0.066, -0.690, 0.094, -0.171, 0.093, 0.072, -0.311, -0.171, 0.093, -0.109, 0.070, 0.093, 0.120, 0.090, -0.382, 0.090, 0.345, -0.523, 0.093, 0.075, 0.041, 0.614, 0.081, -0.097, -0.121, 0.101, 0.362, -0.115, -0.130, -0.111, 0.052, -0.174, -0.350, 0.088, 0.634, -0.690, -0.109, -0.122, -0.710, 0.011, 0.071, -0.098, -0.102, 0.088, -0.098, 0.086, 0.070, -0.504, 0.149, -0.103, 0.051, -0.084, -0.107, -0.077, 0.082, -0.153, -0.128, 0.091, 0.057, -0.069, 0.092, -0.445, 0.204, 0.257, 0.800, -0.320, -0.082, -0.120, 0.052, -0.316, -0.107, 0.087, 0.112, -0.088, 0.121, -0.138, 0.075, 0.055, 0.093, -0.139, 0.187, 0.089, 0.104, 0.081]}

=====

2.
{"formula": "C27H25N4O2PPbS2", "method": "ωB97M-V with the def2-TZVPD basis set", "lumo_energy_ev": -8.430, "total_charge": 2, "orbital_gap_ev": 4.2, "elements": ["H", "H", "C", "H", "N", "C", "H", "C", "C", "H", "C", "Pb", "H", "C", "H", "N", "C", "H", "H", "C", "C", "C", "H", "C", "H", "H", "C", "C", "N", "S", "C", "C", "H", "H", "H", "H", "C", "H", "H", "H", "H", "C", "H", "H", "H", "C", "C", "O", "S", "C", "H", "C", "C", "C", "C", "N", "P", "O", "H", "C", "C", "C"], "xyz": [[3.840511, -2.496022, -3.126247], [-3.292304, 7.005209, 2.303915], [-1.596683, 3.800692, 3.659101], [-3.765833, 4.819098, 1.245806], [0.021635, 0.089877, 2.814784], [-2.948441, -0.696609, -2.332351], [-0.688947, 5.063636, 5.122822], [-1.051157, -6.522078, -2.007589], [3.655473, -0.840232, -1.779579], [3.208727, 0.726335, -0.372125], [-1.342915, 5.006789, 4.262063], [-0.347897, 0.065196, 0.408084], [-3.396528, -0.906760, -1.366559], [1.530451, -0.565208, -0.782584], [-0.912721, 0.394515, 3.112218], [-1.439514, 2.060350, 0.763941], [-1.385149, 2.522218, -0.513024], [-3.644183, 0.814156, -5.274454], [4.690113, -0.539352, -1.876938], [-1.745081, -4.296779, -2.601183], [-1.070215, -0.863771, -3.857765], [-0.470939, 2.551200, -2.542243], [-2.398207, -6.061580, -3.613568], [-3.662296, 0.001743, -3.292230], [1.479032, -3.205834, -2.890956], [-1.093303, -7.589463, -2.177659], [-3.070810, 4.895582, 2.071626], [2.822408, -0.122072, -0.921754], [-0.448532, 2.015317, -1.283683], [-2.753094, 2.201951, 1.801126], [-1.795511, -0.164622, -4.808714], [-1.653943, -1.134184, -2.620849], [-2.199036, 8.200652, 4.088012], [-0.064786, -1.202870, -4.072865], [0.410157, -4.257481, 0.043419], [-1.351319, 0.041899, -5.773464], [3.178176, -1.946804, -2.469932], [0.252313, 2.224582, -3.274338], [-1.623277, 4.072404, -3.621975], [-2.324738, -3.627207, -3.223648], [0.300243, -6.693083, -0.342514], [-3.085288, 0.267146, -4.526885], [-4.667872, 0.337309, -3.076487], [0.689193, 0.799545, 3.106562], [-1.169475, 2.884214, 4.043348], [1.860493, -2.356117, -2.338270], [1.013854, -1.631196, -1.491816], [-2.505344, 1.131432, 2.734217], [-2.392578, 3.673000, -1.318303], [-2.815983, 6.105154, 2.670539], [-1.154885, 7.425958, 5.210923], [-1.953089, 6.186693, 3.782924], [-1.435038, 3.481987, -2.740368], [-0.925750, -3.796247, -1.587910], [-2.462492, 3.744707, 2.567228], [-1.712135, 7.373299, 4.378876], [-0.755425, -2.031077, -1.338295], [-3.950208, 2.219063, 1.025062], [0.256370, -0.775597, 3.293104], [-1.787224, -5.663580, -2.814890], [-0.202338, -4.659427, -0.755373], [-0.262867, -6.021055, -0.975712]], "forces_ev_per_angstrom": [[0.00, 0.00, 0.03], [-0.02, -0.02, -0.01], [-0.06, 0.07, 0.00], [0.00, 0.07, 0.00], [-0.02, -0.15, -0.33], [0.09, -0.02, 0.02], [-0.01, -0.03, 0.00], [0.00, 0.07, 0.00], [-0.12, 0.06, 0.06], [-0.01, -0.04, 0.01], [0.00, 0.04, 0.00], [0.44, 1.13, -0.06], [-0.04, 0.03, -0.01], [-0.74, -0.39, 0.39], [-0.03, 0.04, 0.07], [0.44, -1.66, 0.61], [-0.28, 0.69, -1.09], [0.00, -0.01, 0.00], [0.00, -0.02, -0.02], [-0.04, 0.10, -0.02], [0.00, -0.10, 0.05], [-0.18, 0.28, -0.25], [-0.01, 0.00, 0.01], [-0.07, 0.04, 0.01], [0.04, -0.02, -0.01], [-0.01, 0.00, -0.01], [-0.08, -0.04, 0.02], [0.11, 0.30, 0.12], [-0.20, -0.34, 0.43], [0.26, 0.83, -0.11], [0.04, -0.01, -0.05], [-0.04, 0.00, 0.30], [0.00, 0.05, 0.02], [0.01, 0.04, -0.05], [0.03, -0.06, 0.00], [-0.01, 0.01, 0.01], [0.03, -0.10, -0.12], [-0.02, 0.03, 0.01], [-0.05, -0.03, 0.00], [0.00, -0.01, 0.00], [-0.01, -0.01, -0.02], [0.01, -0.01, 0.01], [0.01, 0.00, 0.00], [0.05, -0.02, -0.08], [0.06, 0.07, 0.08], [0.00, 0.13, -0.01], [-0.17, -0.27, 0.12], [-0.13, -0.20, 0.14], [0.27, -0.16, 0.27], [0.04, 0.04, 0.06], [0.01, 0.04, 0.04], [-0.03, -0.10, -0.10], [0.20, -0.13, 0.00], [-0.18, 0.31, 0.49], [-0.16, -0.60, -0.20], [0.01, -0.04, -0.04], [0.52, 0.15, -0.72], [-0.05, 0.03, -0.04], [0.05, -0.02, -0.08], [-0.02, -0.09, -0.05], [0.01, 0.06, -0.05], [0.05, -0.01, 0.08]], "lowdin_charge": [0.126, 0.123, -0.060, 0.109, 0.019, -0.095, 0.121, -0.024, -0.026, 0.120, -0.006, 1.526, 0.114, -0.278, 0.004, -0.237, -0.773, 0.122, 0.127, -0.054, -0.071, -0.223, 0.123, -0.045, 0.123, 0.124, -0.061, -0.073, -0.051, 0.611, -0.049, -0.408, 0.115, 0.111, 0.114, 0.121, -0.032, 0.120, 0.081, 0.113, 0.121, -0.040, 0.123, 0.077, 0.108, -0.058, -0.450, -0.342, 1.118, -0.002, 0.114, -0.290, -0.359, -0.359, -0.314, 0.150, 1.057, -0.269, 0.080, -0.038, -0.083, -0.044]}

=====

Ordered ΔE to the lowest compared entry with this formula, charge and spin results: 83.63, 27.99; unit kJ/mol.